1.
ORCA calculation (ωB97M-V with the def2-TZVPD basis set) on C19H22N4O3S as an isolated structure at a distorted geometry.

Geometry as ORCA input:
```
! wB97M-V def2-TZVPD RIJCOSX def2/J DEFGRID3
* xyz 0 1
C 3.457 -3.688 0.386
H 3.108 -2.924 1.115
H 4.365 -3.792 0.385
H 3.093 -3.310 -0.678
S 2.620 -5.357 0.392
C 1.045 -4.926 0.939
C 0.576 -5.374 2.165
C -1.053 -5.037 2.379
C -1.752 -4.280 1.522
C -1.089 -3.735 0.335
C 0.090 -4.192 0.219
O 0.710 -3.913 -1.101
C 0.188 -2.971 -2.256
C -0.112 -1.577 -1.449
C 0.574 -0.830 -0.805
C 0.003 0.344 -0.548
N -1.066 0.335 -1.429
O -1.090 -0.963 -1.896
C 0.193 1.685 0.147
O 1.583 1.730 0.449
N -0.650 2.433 0.455
C -1.946 2.288 0.485
H -2.343 2.801 -0.539
H -2.425 2.895 1.252
H -2.616 1.285 0.290
C -0.178 3.833 1.088
C -0.436 4.933 0.097
C -1.448 6.032 0.688
N -1.294 6.711 -0.474
N -0.715 6.272 -1.556
C -0.371 5.089 -1.089
C 0.446 4.137 -2.124
H -0.105 3.354 -2.260
H 1.479 3.811 -1.620
H 0.852 4.693 -2.971
H -1.997 7.686 -0.456
C -2.046 6.428 1.771
H -1.905 5.615 2.715
H -2.876 6.920 1.758
H -1.246 7.013 2.577
H 1.102 3.807 1.191
H -0.398 3.763 2.319
H 1.657 -1.081 -0.236
H -0.683 -3.463 -2.432
H 0.739 -3.077 -2.915
H -1.693 -3.020 -0.361
H -2.605 -3.835 1.732
H -1.299 -5.191 3.271
H 0.802 -5.925 2.814
*
```

Summary:
Highest occupied orbital energy ... -8.3494 eV
Energy relative to the best compared isomer or geometry (same formula, charge and spin) ... 574.6 kcal/mol
E ... -42975.07103 eV


2.
ORCA calculation (ωB97M-V with the def2-TZVPD basis set) on one molecule with the formula C6H13BFN2O3P at a distorted geometry.

Geometry as ORCA input:
```
! wB97M-V def2-TZVPD RIJCOSX def2/J DEFGRID3
* xyz 0 1
C -2.306 -1.733 2.220
C -1.833 -1.943 0.665
C -1.477 -0.565 -0.148
N -0.916 -0.970 -1.493
P 0.778 -0.467 -1.725
B 0.682 1.432 -2.171
C -0.215 2.533 -1.331
O 1.516 1.835 -3.342
C 1.827 -0.619 -0.137
O 2.797 -1.574 -0.147
N 1.720 0.236 1.107
C 2.938 1.120 1.315
O 3.091 1.696 2.510
F 3.966 1.293 0.224
H -3.435 -2.081 2.323
H -2.255 -0.630 2.609
H -1.690 -2.448 2.949
H -0.972 -2.749 0.621
H -2.757 -2.435 0.094
H -2.516 -0.023 -0.376
H -0.836 0.214 0.445
H -1.087 -1.973 -1.722
H 0.097 3.625 -1.632
H 0.030 2.352 -0.183
H -1.353 2.341 -1.593
H 2.464 1.959 -3.023
H 1.741 -0.426 1.940
*
```

Summary:
Highest occupied orbital energy ... -8.8685 eV
E ... -28233.51699 eV
SMILES ... CCCNP(B(C)O)C(=O)NC(=O)F


3.
ORCA calculation (ωB97M-V with the def2-TZVPD basis set) on a 4-piece molecular cluster, C31H49BrF3N2O18PS4 overall at a distorted geometry.

Geometry as ORCA input:
```
! wB97M-V def2-TZVPD RIJCOSX def2/J DEFGRID3
* xyz 0 1
C 2.253 -1.662 5.140
C 2.390 -2.074 3.568
S 2.662 -0.484 2.631
C 3.676 -0.801 1.089
C 3.078 -0.160 -0.253
O 3.241 1.268 -0.405
C 4.599 1.719 -0.462
S 4.729 3.136 0.788
Br 5.067 2.577 -2.234
P 4.034 -0.955 -1.745
S 5.781 -1.689 -1.206
C 1.513 -0.572 -0.546
C 1.377 -2.164 -0.173
C 0.197 -2.900 -0.979
C 0.307 -4.488 -0.592
C -1.129 -4.938 0.035
C -2.299 -4.993 -1.079
C -3.786 -4.987 -0.446
O -4.793 -4.426 -1.334
C -4.692 -3.004 -1.426
C -4.508 -2.000 -0.190
O -4.782 -2.500 -2.585
O 0.538 0.084 0.248
C -0.229 1.143 -0.308
C -1.576 1.212 0.617
C -2.351 2.609 0.588
C -2.881 2.883 2.114
S -4.239 1.743 2.633
O -3.603 0.719 3.570
O -4.986 1.128 1.485
O -5.264 2.662 3.638
O 0.508 2.400 0.016
C 0.917 2.419 1.358
N 0.979 2.391 2.573
N -0.471 1.202 -1.740
C -0.598 2.535 -2.362
C -1.157 0.108 -2.379
C -0.840 -0.107 -3.967
O -1.934 -0.755 -1.885
H 2.418 -2.555 5.835
H 3.032 -0.822 5.319
H 1.226 -1.174 5.317
H 3.213 -2.852 3.378
H 1.383 -2.507 3.227
H 3.816 -1.950 1.041
H 4.736 -0.400 1.340
H 5.403 0.975 -0.152
H 3.626 2.948 1.626
H 3.266 -2.111 -2.184
H 4.099 -0.084 -2.879
H 1.416 -0.544 -1.684
H 1.111 -2.245 0.952
H 2.351 -2.742 -0.317
H -0.793 -2.555 -0.487
H 0.223 -2.739 -2.110
H 0.538 -5.152 -1.495
H 1.074 -4.668 0.249
H -1.062 -5.959 0.575
H -1.430 -4.132 0.813
H -2.215 -4.098 -1.803
H -2.208 -5.944 -1.721
H -3.810 -4.502 0.604
H -4.085 -6.097 -0.286
H -4.934 -2.442 0.780
H -5.050 -1.017 -0.431
H -3.379 -1.780 -0.041
H -2.349 0.402 0.305
H -1.347 0.948 1.725
H -1.751 3.533 0.306
H -3.298 2.462 -0.067
H -3.174 4.003 2.133
H -1.939 2.788 2.785
H -5.467 2.113 4.445
H 0.476 2.922 -2.582
H -1.103 3.351 -1.744
H -1.125 2.553 -3.395
H -0.023 0.612 -4.346
H -1.819 0.157 -4.509
H -0.621 -1.211 -4.211
O -0.788 7.049 3.713
C -1.927 6.963 4.072
O -2.682 5.831 3.959
C -3.913 6.099 4.614
C -3.986 7.591 4.563
F -4.635 8.084 5.645
O -2.631 7.984 4.636
H -3.872 5.713 5.637
H -4.746 5.623 4.093
H -4.435 7.989 3.649
O -1.812 3.687 -5.715
C -0.650 3.811 -5.976
O -0.131 4.851 -6.688
C 1.281 4.697 -6.659
C 1.438 3.234 -6.399
F 2.553 2.983 -5.678
O 0.316 2.924 -5.602
H 1.697 5.316 -5.858
H 1.729 5.002 -7.606
H 1.432 2.615 -7.301
O 3.990 -4.597 3.419
C 4.187 -4.938 2.288
O 4.235 -4.082 1.231
C 4.618 -4.849 0.100
C 4.204 -6.229 0.496
F 5.028 -7.157 -0.043
O 4.382 -6.229 1.899
H 5.696 -4.757 -0.053
H 4.106 -4.501 -0.800
H 3.164 -6.473 0.258
*
```

Summary:
Highest occupied orbital energy ... -8.2509 eV
E ... -203592.80042 eV
SMILES ... CCSC[C@@](O[C@H](S)Br)([PH2]=S)[C@@H](CCCCCCOC(C)=O)O[C@@](CCCS(=O)(=O)O)(OC#N)N(C)C(C)=O.O=C1OC[C@@H](F)O1.O=C1OC[C@@H](F)O1.O=C1OC[C@@H](F)O1


4.
ORCA calculation (ωB97M-V with the def2-TZVPD basis set) on C28H33IIrN3O2Si as an isolated structure.

Geometry as ORCA input:
```
! wB97M-V def2-TZVPD RIJCOSX def2/J DEFGRID3
* xyz 2 1
Ir 0.486 -0.043 -0.272
O 0.744 0.222 -2.449
C 0.632 1.472 -3.200
C -0.735 1.532 -3.841
C -1.814 1.025 -2.878
C -1.884 1.748 -1.566
C -2.829 2.761 -1.418
C -2.989 3.420 -0.218
C -2.190 3.043 0.851
C -1.259 2.055 0.650
N -1.076 1.420 -0.532
H 1.531 -0.260 -2.723
H 1.437 1.509 -3.932
H 0.774 2.286 -2.492
H -0.758 0.909 -4.735
H -0.923 2.560 -4.155
H -1.648 -0.034 -2.702
H -2.789 1.108 -3.357
H -3.451 3.006 -2.268
H -3.730 4.201 -0.111
H -2.282 3.504 1.824
H -0.613 1.734 1.455
C 0.999 -1.023 4.178
Si 2.025 -0.447 2.732
C 3.759 -1.126 2.684
C 2.071 1.411 2.860
N 1.099 -1.013 1.214
C 0.521 -2.317 1.355
C 1.043 -3.330 2.157
C 0.397 -4.550 2.254
C -0.787 -4.774 1.563
C -1.309 -3.793 0.730
C -0.622 -2.603 0.628
O -0.981 -1.575 -0.253
C -2.219 -1.680 -0.933
C -2.273 -2.444 -2.083
C -3.484 -2.519 -2.758
C -4.595 -1.839 -2.275
C -4.510 -1.092 -1.108
C -3.308 -1.013 -0.415
H 1.171 -0.335 5.009
H 1.236 -2.025 4.530
H -0.069 -0.996 3.947
H 4.177 -1.091 3.693
H 4.409 -0.518 2.053
H 3.827 -2.156 2.337
H 2.525 1.623 3.833
H 1.065 1.836 2.900
H 2.659 1.942 2.120
H 1.962 -3.175 2.703
H 0.815 -5.327 2.877
H -1.302 -5.720 1.655
H -2.216 -3.969 0.169
H -1.393 -2.967 -2.434
H -3.559 -3.114 -3.658
H -5.536 -1.905 -2.804
H -5.383 -0.581 -0.725
H -3.220 -0.453 0.507
I 2.619 5.506 -0.392
C 2.977 3.467 -0.324
C 4.266 2.946 -0.316
C 4.423 1.571 -0.277
C 3.307 0.758 -0.247
N 2.061 1.262 -0.241
C 1.905 2.594 -0.280
H 5.127 3.601 -0.340
H 5.407 1.122 -0.273
H 3.391 -0.319 -0.218
H 0.894 2.971 -0.262
*
```

Summary:
Highest occupied orbital energy (alpha / beta) ... -13.9548 / -13.9551 eV
E ... -56941.60289 eV


5.
ORCA calculation (ωB97M-V with the def2-TZVPD basis set) on C28H54EuP2Si as an isolated structure at a distorted geometry.

Geometry as ORCA input:
```
! wB97M-V def2-TZVPD RIJCOSX def2/J DEFGRID3
* xyz 1 7
Eu -0.550 0.176 -0.003
C -3.002 2.061 -0.540
C -3.444 0.805 -0.013
C -2.849 2.170 1.755
C -2.683 2.914 0.559
C -3.294 0.858 1.410
C -2.867 2.455 -1.968
H -3.123 1.625 -2.639
H -1.832 2.780 -2.193
H -3.523 3.302 -2.237
C -2.312 4.348 0.462
H -2.631 4.786 -0.491
H -1.232 4.519 0.553
H -2.795 4.941 1.246
C -2.723 2.709 3.132
H -3.113 3.734 3.185
H -1.691 2.730 3.514
H -3.323 2.130 3.846
C -3.663 -0.196 2.387
H -4.602 0.055 2.905
H -2.892 -0.318 3.165
H -3.831 -1.156 1.891
C -3.987 -0.352 -0.784
H -5.088 -0.421 -0.714
H -3.594 -1.304 -0.386
H -3.759 -0.272 -1.858
C 2.719 -2.128 -3.118
C 1.657 -1.964 -3.927
C 0.721 -3.044 -4.354
C 0.335 -4.014 -3.196
C 0.348 -3.486 -1.783
C 1.384 -3.671 -0.935
C 2.825 -3.909 -1.253
C 3.274 -3.440 -2.656
H 1.173 -3.639 -5.171
H 0.995 -4.894 -3.286
H -0.209 -2.604 -4.751
H 3.130 -4.255 -3.388
H 3.372 -1.288 -2.853
H 1.534 -1.018 -4.468
H 4.368 -3.308 -2.590
H 3.439 -3.379 -0.506
H 1.204 -3.723 0.137
H 3.062 -4.984 -1.146
H -0.693 -4.373 -3.389
H -0.644 -3.147 -1.424
P 1.365 0.742 -1.824
P -0.119 -2.019 1.771
C 1.913 -0.718 -0.607
C 1.573 -1.166 0.855
H 3.006 -0.543 -0.642
H 1.720 -1.536 -1.304
H 2.211 -2.048 1.064
H 1.806 -0.337 1.565
C 0.493 -2.048 3.484
H -0.390 -2.064 4.146
H 1.098 -1.165 3.729
H 1.068 -2.966 3.675
C -0.541 -3.803 1.704
H 0.210 -4.442 2.184
H -0.710 -4.139 0.674
H -1.486 -3.928 2.258
C 2.324 1.077 -3.314
H 1.604 1.185 -4.141
H 3.048 0.289 -3.548
H 2.836 2.046 -3.169
C -0.160 -0.122 -2.527
H -1.205 -0.124 -2.089
H 0.087 -1.178 -2.709
H -0.299 0.411 -3.478
C 3.164 3.402 2.447
Si 1.316 2.963 2.377
C 0.943 1.796 3.805
C 0.446 4.620 2.609
C 0.844 2.145 0.769
H 3.316 4.019 3.347
H 3.492 3.984 1.571
H 3.801 2.509 2.528
H 0.983 2.351 4.757
H -0.057 1.353 3.686
H 1.683 0.983 3.850
H 0.493 5.227 1.693
H -0.607 4.516 2.899
H 0.965 5.175 3.403
H 0.320 2.812 0.060
H 1.855 1.930 0.310
*
```

Summary:
Highest occupied orbital energy (alpha / beta) ... -9.4739 / -8.6735 eV
E ... -75682.30626 eV


6.
ORCA calculation (ωB97M-V with the def2-TZVPD basis set) on C2H6OSi as an isolated structure at a distorted geometry.

Geometry as ORCA input:
```
! wB97M-V def2-TZVPD RIJCOSX def2/J DEFGRID3
* xyz 0 1
C -0.850 1.236 -0.079
C -0.048 0.652 -0.937
O 2.378 -0.943 0.170
Si 1.292 -0.753 -0.820
H -1.459 2.079 -0.257
H -0.860 0.921 1.000
H -0.144 0.770 -2.113
H -0.858 -1.461 2.843
H -0.526 -0.963 2.264
H 1.075 -1.539 -2.071
*
```

Summary:
Highest occupied orbital energy ... -10.3760 eV
Energy relative to the best compared isomer or geometry (same formula, charge and spin) ... 68.2 kcal/mol
E ... -12093.89508 eV


7.
ORCA calculation (ωB97M-V with the def2-TZVPD basis set) on an isolated ion of composition C4H12NO and charge +1 at a distorted geometry.

Geometry as ORCA input:
```
! wB97M-V def2-TZVPD RIJCOSX def2/J DEFGRID3
* xyz 1 1
N 0.257 2.314 0.227
C -0.102 1.194 -0.735
C 0.777 -0.010 -0.482
C 0.374 -0.852 0.748
C -0.790 -1.852 0.514
O -1.134 -1.958 -0.841
H 1.052 2.853 -0.144
H 0.497 1.938 1.146
H -0.518 2.972 0.314
H -1.091 0.871 -0.392
H -0.271 1.615 -1.719
H 0.652 -0.715 -1.290
H 1.844 0.235 -0.457
H 0.174 -0.196 1.605
H 1.263 -1.442 0.955
H -0.488 -2.805 0.934
H -1.678 -1.503 1.037
H -0.816 -2.660 -1.419
*
```

Summary:
Highest occupied orbital energy ... -13.9144 eV
Energy relative to the best compared isomer or geometry (same formula, charge and spin) ... 29.5 kcal/mol
E ... -7873.01002 eV
SMILES ... [NH3+]CCCCO


8.
ORCA calculation (ωB97M-V with the def2-TZVPD basis set) on C9H25IP2W as an isolated structure at a distorted geometry.

Geometry as ORCA input:
```
! wB97M-V def2-TZVPD RIJCOSX def2/J DEFGRID3
* xyz 2 3
C -0.423 1.685 -1.857
C 0.249 3.087 -1.104
H 0.339 0.818 -1.593
H -0.208 1.811 -2.931
H -1.514 1.590 -1.603
H 1.238 3.281 -1.537
H -0.444 3.875 -1.390
H 0.265 3.190 0.071
W -0.039 1.375 0.064
C 2.070 1.496 0.196
H 2.668 0.757 -0.362
H 2.355 1.459 1.258
H 2.321 2.493 -0.168
I -1.919 3.108 1.274
C -1.369 -1.166 -2.272
P -1.482 -0.471 -0.598
C -2.997 -1.185 0.125
C -0.736 0.456 2.056
C -0.005 -0.872 2.067
P 1.022 -0.995 0.495
C 2.680 -1.179 1.288
C 0.763 -2.704 -0.099
H -2.258 -1.786 -2.479
H -0.466 -1.783 -2.379
H -1.315 -0.325 -2.979
H -2.755 -2.055 0.759
H -3.497 -0.418 0.738
H -3.672 -1.499 -0.692
H -0.366 1.150 2.815
H -1.826 0.376 2.114
H 0.718 -0.958 2.896
H -0.650 -1.773 2.080
H 2.964 -2.240 1.313
H 3.455 -0.626 0.747
H 2.637 -0.792 2.313
H 0.758 -3.362 0.783
H -0.169 -2.837 -0.661
H 1.608 -2.982 -0.750
*
```

Summary:
Highest occupied orbital energy (alpha / beta) ... -15.3992 / -15.7061 eV
Energy relative to the best compared isomer or geometry (same formula, charge and spin) ... 0.0 kcal/mol
E ... -38219.11599 eV